Entry 1:
# C6H34O11

12 unconnected molecules or ions with the total composition C6H34O11 in a non-equilibrium geometry (wB97M-V/def2-TZVPD, OMol25).

XYZ file:
```
51
Properties=species:S:1:pos:R:3:forces:R:3:mulliken_charge:R:1
C -0.501 3.316 -1.304 2.8 3.3 0.2 -1.68
C -1.122 2.152 -0.677 -0.1 1.0 -0.5 0.18
C -1.454 2.074 0.596 1.3 -1.1 0.4 1.11
C -1.149 3.133 1.573 -0.2 -1.4 0.8 -2.31
C -2.109 0.846 1.211 -4.9 2.5 -2.4 0.65
C -2.744 0.891 2.578 -2.2 1.2 -0.7 -1.50
H 0.341 3.820 -0.718 -1.2 -0.7 -0.1 0.27
H -1.200 4.139 -1.489 -0.2 -0.1 0.1 0.40
H 0.047 3.257 -2.260 -0.6 -1.0 0.0 0.34
H -1.477 1.606 -1.493 -0.9 -2.2 -0.5 0.52
H -0.620 3.983 1.340 1.9 1.5 -1.4 0.57
H -2.125 3.539 1.571 -1.5 0.7 1.7 0.54
H -0.708 2.733 2.498 -0.8 0.3 -0.1 0.22
H -3.071 0.695 0.485 2.4 -0.4 1.3 0.25
H -1.485 0.051 1.148 1.8 -2.5 -0.5 -0.62
H -3.825 1.243 2.557 0.9 -1.4 -0.3 0.35
H -2.552 0.031 3.146 -0.5 -1.8 0.4 0.38
H -2.466 1.613 3.257 1.8 2.1 1.2 0.50
O -2.385 -1.782 -1.771 -0.1 0.5 -1.7 -0.73
H -1.750 -1.678 -2.541 -0.6 -0.9 2.2 0.41
H -1.958 -2.127 -0.971 0.8 0.0 -1.1 0.42
O 4.055 0.524 -1.479 -1.2 0.1 0.3 -0.67
H 3.054 0.526 -1.364 1.4 0.1 -0.2 0.47
H 4.339 1.140 -0.793 0.1 -0.1 -0.2 0.29
O 0.764 -3.270 0.153 1.2 1.1 3.0 -0.69
H 1.524 -2.884 0.728 -1.8 -1.0 -1.5 0.30
H 0.059 -3.371 0.858 0.7 0.1 -1.4 0.29
O 3.334 -0.228 3.115 -0.9 -1.6 1.1 -0.69
H 2.645 -0.477 3.819 1.5 0.5 -1.8 0.32
H 3.594 -1.078 2.695 -0.3 0.7 0.6 0.32
O 2.289 -3.218 -2.268 -2.3 -3.1 1.2 -0.66
H 1.787 -3.597 -1.439 1.3 1.4 -2.2 0.41
H 2.633 -2.385 -2.065 1.1 1.9 0.9 0.27
O 0.124 -0.888 2.730 0.0 1.0 -0.5 -0.58
H 0.054 0.054 2.387 0.4 -1.5 1.0 0.34
H -0.078 -0.913 3.677 -0.1 0.4 -0.5 0.26
O 0.099 -0.711 -2.182 0.1 -2.8 -0.6 -0.42
H 0.207 0.059 -2.691 0.0 1.8 -1.5 0.33
H 0.881 -1.268 -2.445 -1.1 0.4 0.4 0.21
O -2.074 -2.949 0.632 0.9 1.1 0.7 -0.73
H -2.086 -1.971 0.701 -0.1 -0.7 0.5 0.27
H -2.891 -3.172 0.215 -1.0 -0.4 -0.3 0.23
O 1.988 1.648 1.788 0.7 -2.0 2.2 -0.59
H 2.573 0.831 1.794 -1.0 1.2 1.0 0.33
H 2.157 1.897 0.921 -0.2 1.3 -2.8 0.31
O 1.537 0.348 -0.624 -1.4 2.5 -0.8 -0.46
H 1.702 -0.455 -0.221 0.9 -2.6 1.6 0.24
H 0.600 0.162 -0.942 1.4 0.5 0.4 0.12
O -2.277 0.364 -3.784 2.4 -0.6 -3.2 -0.58
H -2.853 1.051 -3.633 -2.1 2.1 0.9 0.26
H -2.212 -0.217 -3.077 -0.5 -1.0 2.3 0.23
```
Forces are in eV/Å.

Computed properties:
SMILES string = C/C=C(\C)CC.O.O.O.O.O.O.O.O.O.O.O

Entry 2:
# C6H34O14

11 unconnected molecules or ions with the total composition C6H34O14 in a non-equilibrium geometry (wB97M-V/def2-TZVPD, OMol25).

XYZ file:
```
54
Properties=species:S:1:pos:R:3:forces:R:3:mulliken_charge:R:1
O 3.506 3.547 0.594 -0.7 -0.2 0.0 -0.55
C 2.604 2.470 0.882 -0.7 0.5 -0.1 -0.07
C 1.498 2.892 1.898 3.1 -0.9 0.6 -0.53
O 0.498 3.758 1.486 -1.5 0.2 -0.5 -0.47
H 2.953 4.231 0.208 0.3 0.3 -0.2 0.33
H 2.114 2.103 -0.019 0.1 0.0 -0.3 0.02
H 3.249 1.672 1.248 -0.4 0.0 0.4 0.30
H 2.107 3.365 2.668 -0.1 0.3 0.4 0.32
H 1.133 1.984 2.378 -0.7 0.1 -0.4 0.27
H 0.715 4.333 0.749 0.5 -0.1 0.0 0.32
O 3.324 -4.410 2.209 0.8 -0.9 0.3 -0.57
C 2.215 -3.635 1.947 -2.7 0.8 -0.7 0.05
C 0.846 -4.428 2.051 0.8 1.3 -2.1 -0.39
O 0.650 -4.944 3.278 0.3 -0.9 2.7 -0.52
H 4.026 -4.128 1.618 0.1 -0.2 0.2 0.35
H 2.104 -2.803 2.642 0.2 0.0 0.4 0.25
H 2.296 -3.155 0.972 -0.2 -0.1 -0.3 0.07
H 0.723 -5.234 1.327 0.5 0.0 -0.7 0.28
H 0.003 -3.753 1.903 0.2 0.5 -0.4 0.16
H 1.513 -5.281 3.531 0.0 -0.4 0.6 0.35
O -0.935 0.254 -1.393 -0.1 0.1 -0.5 0.12
C -0.820 0.620 -0.051 0.1 0.2 1.7 0.09
C -0.074 -0.382 0.793 0.3 -1.2 0.5 -0.87
O 1.307 -0.246 0.826 1.4 1.1 0.8 -0.39
H -1.630 -0.407 -1.350 -0.4 -0.3 -0.7 0.13
H -0.385 1.611 0.082 0.4 -0.1 -0.4 0.01
H -1.776 0.748 0.455 -0.5 -0.1 -0.4 0.07
H -0.204 -1.447 0.599 -1.0 -0.2 -1.0 0.34
H -0.447 -0.373 1.817 0.1 0.7 0.3 0.48
H 1.760 -0.670 0.093 -0.4 -0.2 -0.4 0.24
O 2.035 -1.419 -1.683 0.1 0.0 0.3 -0.58
H 2.907 -1.617 -2.023 0.3 0.0 -0.1 0.26
H 1.437 -1.865 -2.282 -0.3 0.0 -0.3 0.26
O -3.659 -0.884 -0.597 0.1 -0.1 -0.1 -0.68
H -4.314 -0.203 -0.750 -0.2 0.3 -0.1 0.32
H -3.574 -0.926 0.355 0.0 -0.2 0.4 0.27
O 0.314 -0.439 -4.250 0.3 -0.4 -0.1 -0.69
H 0.002 -0.125 -3.402 -0.5 0.1 0.6 0.33
H -0.472 -0.485 -4.794 -0.3 0.0 -0.2 0.29
O -2.301 2.348 -2.973 -0.4 0.3 0.0 -0.68
H -1.759 1.706 -2.513 0.3 -0.5 0.3 0.35
H -1.812 2.547 -3.771 0.1 0.1 -0.2 0.31
O -2.491 3.066 1.471 -0.2 -0.1 -0.1 -0.59
H -1.723 3.635 1.509 0.6 0.0 0.2 0.26
H -2.968 3.357 0.693 -0.2 0.1 -0.2 0.31
O -2.965 -1.396 -3.296 0.3 0.2 -0.4 -0.59
H -2.646 -2.292 -3.188 0.0 -0.3 0.0 0.32
H -3.510 -1.241 -2.524 -0.1 -0.1 0.2 0.30
O 1.966 1.423 -3.040 0.2 0.6 0.2 -0.67
H 1.968 1.025 -2.170 0.0 -0.2 0.2 0.29
H 1.582 0.756 -3.609 0.0 -0.2 -0.4 0.40
O -4.354 1.622 2.850 -0.4 -0.5 0.3 -0.62
H -4.973 1.294 2.198 -0.3 0.0 0.0 0.28
H -3.562 1.820 2.350 0.5 0.5 -0.1 0.32
```
Forces are in eV/Å.

Computed properties:
SMILES string = OCCO.OCCO.OCCO.O.O.O.O.O.O.O.O

Entry 3:
# C6H34O20

17 unconnected molecules or ions with the total composition C6H34O20 in a non-equilibrium geometry (wB97M-V/def2-TZVPD, OMol25).

XYZ file:
```
60
Properties=species:S:1:pos:R:3:forces:R:3:mulliken_charge:R:1
C 0.763 -1.527 -1.422 1.4 4.7 0.6 -1.03
C -0.462 -1.436 -0.768 -0.7 -3.1 -0.6 0.49
C -0.949 -0.174 -0.004 -1.4 2.2 1.3 0.42
O -2.026 -0.091 0.675 0.4 -1.8 -0.8 -0.81
C -0.203 1.020 -0.027 2.6 -1.3 -1.5 -0.62
C 1.107 1.010 -0.636 -2.2 0.3 0.9 0.57
C 1.573 -0.264 -1.409 -1.3 -2.0 0.9 0.50
O 2.700 -0.157 -1.837 2.0 -0.3 -1.4 -0.72
O 1.885 1.967 -0.550 0.6 0.3 -0.2 -0.74
O -1.150 -2.509 -0.811 -0.9 1.1 0.9 -0.81
H 1.077 -2.400 -1.975 0.0 0.0 0.1 0.42
H -0.437 1.866 0.603 -0.4 0.0 0.0 0.35
O 0.157 6.409 -0.914 0.1 0.4 -0.1 -0.65
H 0.579 5.563 -0.766 0.1 -0.4 0.0 0.35
H -0.694 6.331 -0.483 -0.2 -0.1 0.1 0.30
O 5.000 2.226 -5.632 0.1 0.2 -0.2 -0.65
H 5.757 1.725 -5.939 0.2 -0.1 -0.1 0.31
H 4.736 1.789 -4.822 -0.3 -0.1 0.3 0.34
O -1.107 -2.439 4.789 0.1 -0.3 0.2 -0.65
H -1.629 -1.951 4.152 -0.1 0.2 -0.5 0.34
H -1.256 -1.987 5.619 0.0 0.1 0.2 0.30
O 2.714 -4.864 2.483 0.1 -0.4 0.1 -0.66
H 2.375 -4.309 1.781 -0.2 0.2 -0.3 0.35
H 2.795 -4.278 3.235 0.0 0.2 0.1 0.30
O -6.526 -3.395 -1.493 -0.4 -0.2 0.0 -0.67
H -5.606 -3.566 -1.695 0.3 0.0 0.0 0.34
H -6.615 -2.445 -1.562 0.0 0.3 0.0 0.33
O -0.211 6.936 3.732 0.1 0.2 -0.1 -0.63
H -0.952 6.331 3.771 -0.2 -0.2 -0.1 0.32
H 0.179 6.894 4.606 0.1 0.0 0.2 0.31
O -6.986 0.995 -1.532 -0.2 -0.1 -0.2 -0.64
H -7.657 1.573 -1.169 -0.2 0.1 0.1 0.31
H -6.250 1.070 -0.924 0.4 -0.1 0.1 0.33
O 5.734 -4.054 -1.092 0.4 -0.2 0.1 -0.66
H 4.921 -4.391 -1.468 -0.3 0.0 0.0 0.32
H 5.748 -3.129 -1.339 -0.1 0.3 0.0 0.33
O -4.653 5.936 1.026 -0.1 0.3 0.1 -0.65
H -4.710 5.106 1.499 0.0 -0.2 0.2 0.32
H -4.539 5.683 0.109 0.1 -0.1 -0.2 0.32
O -6.519 2.680 3.877 -0.1 0.3 0.0 -0.64
H -7.131 2.242 4.468 -0.1 -0.1 0.1 0.31
H -6.006 1.970 3.492 0.2 -0.2 -0.2 0.34
O -4.832 -7.260 0.775 -0.1 -0.3 -0.1 -0.65
H -5.450 -6.996 1.457 -0.2 0.1 0.1 0.31
H -4.028 -6.785 0.984 0.3 0.2 0.0 0.33
O -1.811 -7.258 -3.314 0.1 -0.4 0.0 -0.65
H -2.037 -6.607 -2.650 0.0 0.3 0.2 0.34
H -2.005 -6.829 -4.147 0.0 0.1 -0.2 0.31
O 7.611 1.898 -1.126 0.4 0.1 -0.1 -0.66
H 6.769 1.623 -1.489 -0.3 -0.1 -0.1 0.34
H 7.439 2.029 -0.194 -0.1 0.0 0.2 0.32
O 2.029 -8.584 -0.707 0.1 -0.3 0.0 -0.66
H 2.030 -8.012 0.061 0.0 0.2 0.2 0.33
H 1.426 -8.162 -1.319 -0.2 0.1 -0.2 0.33
O 4.817 4.796 2.449 0.3 0.1 0.1 -0.64
H 4.224 5.296 3.009 -0.2 0.1 0.1 0.31
H 4.256 4.449 1.755 -0.2 -0.2 -0.2 0.34
O 4.891 6.453 -1.853 0.2 0.3 -0.1 -0.65
H 5.071 5.521 -1.983 0.0 -0.3 -0.1 0.33
H 4.074 6.472 -1.355 -0.2 0.0 0.1 0.32
```
Forces are in eV/Å.

Computed properties:
total charge = -2

Entry 4:
# C6H35NO10

11 unconnected molecules or ions with the total composition C6H35NO10 in a non-equilibrium geometry (wB97M-V/def2-TZVPD, OMol25).

XYZ file:
```
52
Properties=species:S:1:pos:R:3:forces:R:3:mulliken_charge:R:1
C -2.646 -1.122 -0.707 1.0 0.0 -1.1 -0.42
N -1.510 -2.034 -0.495 -0.2 1.2 0.6 -0.13
C -1.233 -2.180 0.939 -1.1 -1.4 0.3 0.20
C -2.438 -2.856 1.644 -1.2 0.2 0.2 -1.60
C 0.099 -2.908 1.282 -2.0 -0.2 1.1 0.88
C 0.286 -2.606 2.770 2.6 1.0 0.2 -1.55
C -0.060 -4.423 1.135 -1.0 0.0 -2.1 -1.58
H -3.415 -1.161 0.058 -0.2 -0.2 -0.2 0.19
H -3.006 -1.325 -1.716 -0.5 0.1 0.2 0.38
H -2.280 -0.093 -0.780 0.0 0.0 0.2 -0.21
H -1.627 -2.878 -1.036 -0.1 -0.4 0.5 0.32
H -1.167 -1.197 1.414 0.2 0.3 -0.6 -0.15
H -2.314 -3.019 2.710 0.5 -0.4 0.0 0.40
H -3.376 -2.282 1.679 0.5 0.6 -0.3 0.41
H -2.828 -3.751 1.149 0.7 -0.3 0.1 0.36
H 0.810 -2.451 0.609 0.7 -0.2 0.3 0.52
H -0.350 -3.127 3.469 -0.4 0.0 -0.1 0.35
H 1.312 -2.788 3.123 0.0 -0.7 -0.3 0.43
H 0.316 -1.530 2.955 -0.8 0.2 0.0 0.34
H -0.745 -4.852 1.863 0.5 0.0 0.5 0.30
H 0.834 -4.999 0.964 0.6 -0.1 0.7 0.41
H -0.611 -4.641 0.196 0.1 0.2 0.1 0.36
O 0.439 1.020 0.535 -1.4 0.4 0.2 -0.22
H 0.294 1.438 1.413 -0.2 -0.2 -0.4 0.10
H 1.373 0.916 0.512 1.6 -0.4 -0.2 0.25
O 1.217 1.072 -3.656 0.7 0.1 -0.5 -0.65
H 0.581 0.454 -4.022 -0.2 0.0 0.2 0.34
H 0.947 1.195 -2.747 -0.2 -0.2 0.1 0.29
O 3.689 1.025 0.375 0.5 -0.2 -0.5 -0.62
H 4.564 0.733 0.660 -0.2 0.1 0.5 0.27
H 3.804 0.957 -0.594 -0.5 0.3 0.1 0.39
O 1.059 -1.253 -1.252 0.4 0.2 -0.3 -0.45
H 0.341 -0.826 -0.763 0.0 0.1 0.0 0.04
H 0.593 -1.997 -1.644 0.0 0.0 0.0 0.28
O 3.500 -0.058 -2.228 -0.5 -0.8 1.1 -0.74
H 2.582 -0.327 -2.401 -0.2 0.7 -1.0 0.39
H 3.492 -0.567 -1.397 0.8 -0.1 -0.1 0.32
O -0.692 3.871 -1.576 -0.4 -0.3 -0.2 -0.64
H 0.252 3.766 -1.699 0.3 0.2 0.0 0.32
H -0.911 3.219 -0.901 0.1 0.2 0.3 0.33
O 1.190 4.212 0.842 0.1 -0.7 0.0 -0.62
H 1.669 3.551 0.323 0.4 0.4 -0.1 0.32
H 0.618 3.599 1.317 -0.4 0.3 0.1 0.32
O -2.480 2.007 1.181 0.9 0.1 1.9 -0.66
H -2.093 1.296 0.672 -0.6 0.2 -0.8 0.31
H -3.142 2.585 0.829 -0.3 -0.3 -1.1 0.28
O -1.361 1.252 -2.843 -0.4 -0.4 0.1 -0.62
H -1.188 1.533 -1.942 0.0 0.0 0.1 0.18
H -1.173 2.045 -3.345 0.0 0.3 -0.2 0.37
O -0.019 2.189 2.900 -0.1 0.4 0.7 -0.63
H -0.882 2.020 3.294 -0.2 -0.2 -0.3 0.28
H 0.167 3.094 3.177 0.2 -0.1 0.0 0.27
```
Forces are in eV/Å.

Computed properties:
SMILES string = CN[C@@H](C)C(C)C.O.O.O.O.O.O.O.O.O.O

Entry 5:
# C6H35NO12

12 unconnected molecules or ions with the total composition C6H35NO12 in a non-equilibrium geometry (wB97M-V/def2-TZVPD, OMol25).

XYZ file:
```
54
Properties=species:S:1:pos:R:3:forces:R:3:mulliken_charge:R:1
C 0.869 -1.863 -1.059 0.7 -3.5 -2.3 -0.55
C 2.186 -2.456 -0.419 -1.1 -1.7 -1.2 -0.66
C 2.377 -1.542 0.822 2.0 -0.8 -2.2 -1.31
C 1.885 -0.200 0.553 -0.1 5.5 -1.4 0.77
O 0.698 0.211 0.678 1.7 -0.7 1.2 -0.27
N 2.832 0.765 0.037 -1.7 -2.5 -0.3 0.32
C 3.756 0.159 -0.909 3.6 1.6 0.5 -0.86
C 2.524 2.163 -0.256 -1.0 0.8 1.4 -0.93
H 0.506 -2.677 -1.752 0.1 0.8 0.5 0.48
H 0.096 -1.764 -0.324 -0.3 0.3 0.3 0.16
H 0.994 -1.003 -1.718 0.1 0.1 0.6 0.10
H 3.014 -2.742 -1.218 -1.3 1.5 1.8 0.29
H 1.951 -3.515 -0.034 0.1 1.6 -0.4 0.38
H 1.956 -2.090 1.574 -2.0 -0.6 2.1 0.49
H 3.386 -1.520 1.112 1.6 0.4 0.3 0.47
H 3.320 -0.681 -1.306 -0.6 -1.9 -1.0 0.29
H 3.989 0.801 -1.866 -0.3 -1.0 2.6 0.32
H 4.667 -0.141 -0.287 -0.6 0.3 -1.3 0.27
H 2.692 2.729 0.786 -0.6 -0.6 -2.8 0.31
H 3.148 2.473 -1.128 -0.1 0.0 1.3 0.41
H 1.481 2.269 -0.687 1.0 0.3 1.2 0.31
O -0.563 -0.050 2.928 -1.1 -2.6 -1.4 -0.63
H 0.080 0.151 2.254 0.3 -0.3 -1.1 0.14
H -0.419 0.575 3.564 0.4 2.6 2.9 0.25
O -2.173 0.025 -0.481 1.0 -0.9 4.1 -0.58
H -1.801 -0.134 0.513 -1.2 0.9 -3.3 0.26
H -2.592 -0.837 -0.596 -0.2 -0.1 -0.6 0.33
O -2.390 -4.015 0.967 0.7 -2.6 -0.4 -0.67
H -2.556 -3.173 1.338 0.2 1.6 1.2 0.42
H -2.042 -4.563 1.698 -0.4 0.5 -0.7 0.30
O -4.159 -2.325 -0.212 -0.7 0.9 -1.0 -0.67
H -3.860 -3.121 0.169 0.2 -2.8 -0.3 0.36
H -3.844 -1.829 0.519 0.0 2.0 0.9 0.25
O 1.114 2.646 3.000 1.4 -3.0 0.2 -0.67
H 0.497 3.275 2.670 -0.9 0.6 -1.1 0.37
H 1.133 1.774 2.475 -0.4 2.7 0.8 0.17
O 2.157 0.981 -2.834 -0.5 -0.4 -0.7 -0.61
H 1.397 1.152 -2.171 0.5 -0.9 -2.1 0.31
H 1.957 0.272 -3.506 -0.3 1.3 1.5 0.28
O -0.128 1.137 -1.634 7.6 2.8 5.4 -0.66
H -0.111 0.856 -0.658 -0.3 0.3 -2.0 0.12
H -0.845 0.898 -2.019 -7.4 -2.7 -3.5 0.24
O -2.780 4.158 -0.070 -0.3 0.3 -2.3 -0.67
H -3.215 3.312 -0.176 -0.3 -0.6 0.3 0.32
H -2.711 4.404 -1.036 0.1 0.0 1.6 0.32
O -2.699 -1.728 2.360 2.5 -0.2 -0.9 -0.56
H -1.957 -1.667 3.002 -0.4 0.4 -0.7 0.26
H -3.481 -1.695 2.838 -2.3 0.2 1.6 0.22
O -2.863 -1.220 -3.552 0.4 -0.1 0.0 -0.63
H -3.526 -1.878 -3.284 0.0 0.9 -0.2 0.32
H -3.251 -0.366 -3.799 -0.3 -0.8 0.3 0.31
O -0.688 4.727 1.404 -1.4 -2.3 -1.8 -0.65
H -0.695 4.979 0.434 0.2 -0.2 1.8 0.28
H -1.315 3.902 1.296 1.6 2.5 0.5 0.38
```
Forces are in eV/Å.

Computed properties:
SMILES string = CCCC(=O)N(C)C.O.O.O.O.O.O.O.O.O.O.O

Q: Which orbital gap values were calculated for the entries above? A: 8.73; 9.85; 3.92; 9.24; 9.38, in eV.
Q: Which M values were calculated for the entries above? A: 282.33; 330.32; 426.32; 281.34; 313.34, in g mol⁻¹.
Q: Which ΔE to the lowest compared entry with this formula, charge and spin values were calculated for the entries above? A: 131.4; 56.4; 146.9; 71.7; 159.3, in kcal per mole.